The following is a quantum chemistry calculation of H4N2O4PS as an isolated structure, from the OMol25 dataset.

```
12
Properties=species:S:1:pos:R:3
N 0.4817 -1.2308 -0.4504
N -0.8666 0.7985 0.5744
O -2.1319 0.0631 -1.5081
O -2.2505 -1.1844 0.6006
O -3.4333 0.8968 0.3663
O 1.6837 0.9619 0.0410
P 0.2957 0.5135 -0.7758
S -2.2761 0.1410 -0.0339
H 0.7295 -1.8285 -1.1848
H -0.2866 -1.6287 0.1974
H -1.0907 2.4275 0.4509
H 1.7687 0.2597 0.6516
```

Output
* HOMO-LUMO gap: 8.22 eV
* charge: -1
* E_LUMO: 3.0 eV
* electronic energy: -1152.4373 Eh
* energy relative to the best compared isomer or geometry (same formula, charge and spin): 65.94 kcal per mole